54
Properties=species:S:1:pos:R:3 method="wB97M-V/def2-TZVPD" homo_energy_ha=-0.368 relative_energy_ev=0.289 orbital_gap_ev=6.27 charge=+1 e_tot_ev=-160999.4234
Ca 0.222 -0.109 0.095
C 3.999 4.247 1.757
C 2.998 3.185 2.154
C 2.732 2.867 3.479
C 1.791 1.904 3.805
C 1.143 1.301 2.754
Br -0.184 -0.027 3.088
N 1.357 1.562 1.480
C 2.285 2.490 1.195
H 4.472 4.696 2.630
H 3.513 5.044 1.194
H 4.792 3.839 1.126
H 3.267 3.378 4.273
H 1.566 1.639 4.830
H 2.448 2.692 0.141
C 4.873 -0.224 -1.191
O 3.845 -0.070 -2.204
C 2.607 -0.102 -1.785
O 2.255 -0.227 -0.603
N 1.734 0.033 -2.805
N 0.367 -0.020 -2.488
H 5.805 -0.241 -1.741
H 4.725 -1.150 -0.650
H 4.846 0.620 -0.509
H 2.066 0.063 -3.753
H -0.022 -0.904 -2.793
H -0.121 0.740 -2.943
O -3.515 -4.140 0.308
C -4.278 -3.035 0.159
C -5.665 -3.180 0.223
C -6.486 -2.083 0.068
C -5.950 -0.808 -0.156
C -4.580 -0.672 -0.215
C -3.724 -1.770 -0.060
C -2.268 -1.559 -0.130
O -1.813 -0.351 -0.291
N -1.506 -2.630 -0.022
N -0.105 -2.371 -0.065
C 0.570 -3.461 -0.066
S -0.175 -5.034 -0.069
C 1.361 -5.933 0.226
C 2.483 -5.196 -0.483
S 2.329 -3.450 -0.064
H -2.581 -3.848 0.218
H -6.066 -4.173 0.395
H -7.561 -2.214 0.118
H -6.596 0.053 -0.279
H -4.139 0.298 -0.387
H 1.233 -6.940 -0.173
H 1.543 -5.995 1.297
H 2.418 -5.313 -1.562
H 3.464 -5.523 -0.142
I -1.695 2.465 -0.262
I -0.549 4.871 -0.257



54
Properties=species:S:1:pos:R:3 method="wB97M-V/def2-TZVPD" homo_energy_ha="-0.006 / -0.052" relative_energy_ev=0.715 orbital_gap_ev="4.83 / 6.07" charge=-2 e_tot_ev=-81321.0280
Pb 0.749 -0.586 -0.248
C -1.970 -4.720 0.701
C -1.493 -3.369 0.240
N -0.428 -3.231 -0.471
N 0.112 -4.390 -0.923
C 1.385 -4.349 -1.259
N 1.813 -5.547 -1.847
S 2.545 -3.138 -1.014
C -2.295 -2.165 0.552
C -3.532 -2.248 1.202
C -4.258 -1.092 1.433
C -3.751 0.130 1.028
C -2.518 0.135 0.390
N -1.837 -0.976 0.150
H -1.102 -5.355 0.867
H -2.582 -5.211 -0.063
H -2.547 -4.658 1.622
H 1.059 -6.033 -2.312
H 2.637 -5.409 -2.409
H -3.930 -3.202 1.513
H -5.219 -1.151 1.932
H -4.282 1.057 1.197
H -2.054 1.061 0.050
Cl -2.988 -1.291 -3.139
C -2.694 0.395 -3.017
Cl -1.189 3.163 -1.601
H -3.138 0.926 -2.189
H -1.812 0.786 -3.501
N 3.523 2.270 -2.901
C 2.770 1.268 -2.339
O 3.129 0.747 -1.300
C 1.486 0.950 -3.075
C 0.973 -0.444 -2.843
H 4.411 2.476 -2.480
H 3.317 2.609 -3.822
H 1.651 1.184 -4.140
H 0.747 1.680 -2.711
H 1.612 -1.275 -3.125
H -0.063 -0.576 -3.133
F 2.899 5.657 4.166
C 1.797 4.903 4.398
F 0.776 5.782 4.532
F 1.973 4.340 5.609
C 1.554 3.906 3.309
C 1.360 4.362 2.011
C 1.129 3.420 1.019
N 1.105 2.113 1.265
C 1.292 1.675 2.506
C 1.515 2.548 3.570
H 1.372 5.419 1.778
H 0.909 3.710 -0.003
H 1.270 0.576 2.584
H 1.658 2.165 4.571
O 1.153 -0.996 1.669



42
Properties=species:S:1:pos:R:3 method="wB97M-V/def2-TZVPD" multiplicity=4 homo_energy_ha="-0.049 / -0.100" s_squared=3.78 relative_energy_ev=3.085 orbital_gap_ev="4.24 / 5.51" charge=-1 e_tot_ev=-75205.6562
C -3.570 -0.003 -1.682
C -3.555 1.184 -2.499
C -3.203 2.254 -1.611
C -3.282 1.788 -0.267
C -3.412 0.362 -0.316
Co -0.312 -1.768 -0.545
P -0.739 -2.559 -2.438
H -3.612 -1.028 -2.036
H -3.552 1.242 -3.588
H -3.033 3.288 -1.882
H -3.450 -0.309 0.553
H -3.152 2.370 0.652
H 0.397 -2.082 -3.227
H -1.863 -2.491 -3.337
H -0.537 -4.008 -2.319
C -0.936 -0.826 2.254
P -0.298 -0.115 0.754
C 0.474 1.468 1.034
C 0.548 1.908 2.365
C 1.295 3.046 2.642
C 1.936 3.724 1.593
C 1.813 3.318 0.262
C 1.047 2.192 -0.024
C 1.288 -1.276 0.393
C 2.131 -0.912 -0.696
C 3.199 -1.752 -1.015
C 3.334 -3.008 -0.418
C 2.427 -3.411 0.562
C 1.305 -2.629 0.895
H -1.651 -0.088 2.623
H -0.126 -0.997 2.968
H -1.453 -1.761 2.011
H 0.010 1.355 3.131
H 1.349 3.394 3.676
H 2.535 4.598 1.836
H 2.303 3.875 -0.539
H 0.877 1.872 -1.052
H 2.064 0.122 -1.041
H 3.930 -1.446 -1.766
H 4.153 -3.665 -0.744
H 2.595 -4.367 1.042
H 0.726 -2.859 1.795



47
Properties=species:S:1:pos:R:3 method="wB97M-V/def2-TZVPD" homo_energy_ha=-0.290 smiles="CCOP(=O)(OCC)[C@@H](Nc1ccccc1)c1ccccc1C(F)(F)F" orbital_gap_ev=8.60 e_tot_ev=-44083.9035
C -0.218 -3.179 -2.429
C 0.939 -2.198 -2.386
O 0.552 -0.832 -2.383
P -0.708 -0.138 -1.682
O -2.005 -0.800 -1.868
O -0.626 1.333 -2.284
C -1.407 1.647 -3.434
C -0.763 1.127 -4.706
C -0.309 0.239 0.093
N -1.571 0.631 0.653
C -1.714 1.619 1.605
C -0.677 1.970 2.468
C -0.877 2.936 3.437
C -2.105 3.559 3.575
C -3.143 3.204 2.729
C -2.953 2.248 1.753
C 0.236 -1.014 0.716
C -0.666 -2.024 1.040
C -0.236 -3.224 1.573
C 1.114 -3.441 1.794
C 2.027 -2.452 1.482
C 1.595 -1.245 0.942
C 2.622 -0.193 0.622
F 2.487 0.910 1.385
F 2.576 0.229 -0.653
F 3.879 -0.618 0.818
H -0.864 -2.962 -3.276
H -0.810 -3.105 -1.521
H 0.172 -4.189 -2.522
H 1.563 -2.392 -1.507
H 1.561 -2.301 -3.282
H -1.480 2.738 -3.444
H -2.405 1.212 -3.315
H -1.335 1.453 -5.571
H -0.737 0.040 -4.680
H 0.256 1.498 -4.786
H 0.406 1.065 0.117
H -2.361 0.502 0.036
H 0.283 1.486 2.391
H -0.060 3.199 4.094
H -2.253 4.311 4.335
H -4.108 3.681 2.827
H -3.762 1.976 1.090
H -1.716 -1.844 0.872
H -0.954 -3.993 1.814
H 1.458 -4.375 2.211
H 3.080 -2.612 1.657



45
Properties=species:S:1:pos:R:3 method="wB97M-V/def2-TZVPD" homo_energy_ha=-0.294 smiles="Cc1ccnc(N2CCC(C(=O)NCc3ccccc3F)CC2)n1" relative_energy_ev=0.042 orbital_gap_ev=8.74 e_tot_ev=-29733.6281
C 4.818 -1.056 3.871
C 3.376 -1.421 4.030
C 2.849 -1.787 5.269
C 1.500 -2.101 5.294
N 0.734 -2.067 4.222
C 1.329 -1.711 3.073
N 0.581 -1.687 1.958
C 1.150 -1.260 0.699
C 0.059 -0.720 -0.225
C -0.916 0.148 0.580
C -1.920 0.767 -0.391
O -3.022 0.309 -0.602
N -1.457 1.876 -1.010
C -2.180 2.497 -2.101
C -1.727 1.958 -3.435
C -2.569 1.225 -4.259
C -2.118 0.719 -5.467
C -0.812 0.933 -5.870
C 0.053 1.653 -5.063
C -0.419 2.148 -3.864
F 0.432 2.843 -3.067
C -1.633 -0.705 1.637
C -0.832 -1.969 1.970
N 2.625 -1.385 2.944
H 5.020 -0.798 2.836
H 5.449 -1.894 4.164
H 5.063 -0.210 4.511
H 3.460 -1.822 6.155
H 1.002 -2.392 6.212
H 1.894 -0.487 0.914
H 1.673 -2.098 0.219
H -0.495 -1.537 -0.690
H 0.526 -0.141 -1.024
H -0.347 0.949 1.062
H -0.500 2.162 -0.875
H -2.019 3.579 -2.056
H -3.238 2.275 -1.952
H -3.585 1.048 -3.941
H -2.790 0.153 -6.093
H -0.460 0.539 -6.811
H 1.078 1.832 -5.348
H -2.614 -0.986 1.250
H -1.780 -0.113 2.540
H -1.089 -2.338 2.962
H -1.039 -2.756 1.236



47
Properties=species:S:1:pos:R:3 method="wB97M-V/def2-TZVPD" homo_energy_ha=-0.311 smiles=Cc1nonc1N1CCN(Cc2cn(C)nc2-c2ccccc2F)CC1 relative_energy_ev=0.000 orbital_gap_ev=9.10 e_tot_ev=-32709.9641
C -3.749 -2.465 1.338
C -4.433 -1.222 0.908
N -5.640 -0.948 1.304
O -5.986 0.239 0.797
N -4.983 0.755 0.043
C -3.993 -0.113 0.082
N -2.791 0.136 -0.486
C -1.903 -0.904 -0.951
C -0.461 -0.411 -0.845
N -0.308 0.794 -1.636
C 1.080 1.217 -1.784
C 1.761 1.548 -0.494
C 1.729 2.740 0.201
N 2.376 2.543 1.368
C 2.614 3.497 2.412
N 2.815 1.298 1.482
C 2.458 0.670 0.371
C 2.784 -0.738 0.138
C 3.523 -1.132 -0.973
C 3.822 -2.465 -1.191
C 3.387 -3.432 -0.301
C 2.647 -3.067 0.810
C 2.357 -1.731 1.014
F 1.600 -1.395 2.080
C -1.184 1.830 -1.124
C -2.633 1.364 -1.236
H -4.372 -2.958 2.080
H -2.779 -2.238 1.779
H -3.608 -3.144 0.497
H -2.024 -1.805 -0.355
H -2.120 -1.139 -2.004
H 0.214 -1.177 -1.234
H -0.223 -0.240 0.219
H 1.607 0.402 -2.287
H 1.083 2.092 -2.441
H 1.309 3.691 -0.058
H 1.672 3.898 2.788
H 3.134 2.980 3.216
H 3.233 4.320 2.049
H 3.878 -0.377 -1.659
H 4.400 -2.749 -2.057
H 3.622 -4.472 -0.470
H 2.292 -3.800 1.518
H -1.047 2.733 -1.722
H -0.965 2.069 -0.068
H -3.314 2.109 -0.825
H -2.880 1.199 -2.293



50
Properties=species:S:1:pos:R:3 method="wB97M-V/def2-TZVPD" homo_energy_ha=-0.544 relative_energy_ev=1.095 orbital_gap_ev=6.63 charge=+2 e_tot_ev=-46755.9453
Ir 1.724 -0.036 -0.922
O 5.543 -0.571 -0.106
C 4.381 -0.309 -0.106
O 3.685 0.101 -1.143
C 3.532 -0.365 1.153
C 4.168 -0.436 2.387
C 3.407 -0.441 3.520
C 2.003 -0.435 3.401
C 1.183 -0.496 4.553
C -0.177 -0.546 4.450
C -0.764 -0.553 3.173
C 0.002 -0.481 2.041
C 1.400 -0.401 2.116
N 2.206 -0.321 1.000
H 5.249 -0.478 2.379
H 3.859 -0.469 4.504
H 1.667 -0.518 5.521
H -0.795 -0.602 5.335
H -1.841 -0.629 3.090
H -0.451 -0.521 1.068
C -3.814 -0.583 -0.619
N -3.100 0.645 -1.130
C -3.218 0.718 -2.636
N -2.632 -0.455 -3.197
C -3.304 -1.648 -2.683
N -3.202 -1.722 -1.224
C -1.871 -2.043 -0.772
P -0.473 -0.918 -1.407
C -2.022 1.042 -0.555
C -1.184 -0.540 -3.108
H -4.853 -0.502 -0.935
H -3.750 -0.589 0.468
H -2.736 1.638 -2.965
H -4.282 0.752 -2.864
H -2.858 -2.539 -3.120
H -4.358 -1.610 -2.961
H -1.546 -2.991 -1.205
H -1.837 -2.124 0.315
H -1.430 1.822 -1.024
H -1.892 0.883 0.511
H -0.847 -1.393 -3.703
H -0.743 0.363 -3.535
C 2.405 4.552 -1.043
C 2.033 3.165 -0.874
N 1.754 2.062 -0.746
H 1.763 5.183 -0.429
H 2.304 4.826 -2.092
H 3.444 4.676 -0.735
O 1.811 -1.940 -1.353
O 0.458 -2.225 -1.793



48
Properties=species:S:1:pos:R:3 method="wB97M-V/def2-TZVPD" multiplicity=4 homo_energy_ha="-0.812 / -0.782" s_squared=3.80 relative_energy_ev=0.000 orbital_gap_ev="8.53 / 4.96" charge=+4 e_tot_ev=-72660.0586
N 1.176 2.859 0.516
C 0.899 3.912 0.092
C 0.578 5.241 -0.363
H -0.507 5.360 -0.437
H 0.997 5.418 -1.358
H 0.989 5.964 0.358
N 1.152 -1.144 -0.870
C 2.195 -1.678 -0.824
C 3.394 -2.422 -0.916
H 4.073 -1.964 -1.655
H 3.157 -3.443 -1.261
H 3.898 -2.471 0.060
N -1.409 -1.923 -1.364
C -2.463 -2.260 -0.992
C -3.776 -2.582 -0.573
H -3.723 -3.334 0.222
H -4.349 -2.966 -1.427
H -4.258 -1.670 -0.207
Mn -0.151 -0.974 -2.336
C 0.274 -2.322 1.564
O 0.715 -3.370 1.568
C 2.329 0.396 1.396
O 3.411 0.340 1.034
C 0.646 0.774 -3.058
C -0.767 0.849 -3.006
C -1.558 -0.197 -3.572
C -0.938 -1.318 -4.191
C 0.473 -1.408 -4.212
C 1.265 -0.376 -3.616
H 1.230 1.557 -2.578
H -1.212 1.699 -2.503
H -2.641 -0.110 -3.569
H -1.533 -2.139 -4.614
H 0.955 -2.342 -4.505
H 2.335 -0.492 -3.470
C -1.528 -0.886 4.281
N -0.749 0.318 4.006
C -0.121 1.087 4.971
C 0.437 2.156 4.339
N 0.152 2.018 3.001
C -0.504 0.839 2.756
S -0.689 0.130 1.234
H -2.402 -0.931 3.622
H -0.939 -1.803 4.156
H -1.858 -0.813 5.327
H -0.130 0.809 6.012
H 0.998 2.988 4.727
H 0.478 2.622 2.232



45
Properties=species:S:1:pos:R:3 method="wB97M-V/def2-TZVPD" homo_energy_ha=-0.309 smiles="Cc1cccc(Cn2cnc3c(NS(C)(=O)=O)c(C)c(C)cc32)c1" relative_energy_ev=1.895 orbital_gap_ev=8.86 e_tot_ev=-38407.2654
C 3.117 2.679 1.023
C 3.499 1.247 0.778
C 4.826 0.916 0.403
C 5.178 -0.401 0.179
C 4.265 -1.420 0.322
C 2.905 -1.133 0.587
C 1.886 -2.219 0.756
N 0.638 -2.055 -0.008
C 0.347 -2.639 -1.233
N -0.823 -2.310 -1.680
C -1.377 -1.476 -0.694
C -2.603 -0.787 -0.702
N -3.343 -0.909 -1.850
S -3.299 0.472 -2.872
C -1.517 0.861 -2.920
O -4.072 1.643 -2.354
O -3.732 0.013 -4.200
C -2.966 0.037 0.399
C -4.301 0.766 0.438
C -2.031 0.164 1.447
C -2.227 1.115 2.614
C -0.864 -0.520 1.444
C -0.500 -1.338 0.348
C 2.560 0.190 0.880
H 2.033 2.781 0.949
H 3.364 2.981 2.059
H 3.623 3.368 0.323
H 5.568 1.675 0.286
H 6.224 -0.608 0.028
H 4.568 -2.443 0.199
H 1.602 -2.218 1.812
H 2.356 -3.196 0.570
H 1.054 -3.296 -1.742
H -2.998 -1.699 -2.403
H -0.985 -0.023 -3.297
H -1.134 1.059 -1.914
H -1.310 1.682 -3.592
H -5.018 0.339 -0.264
H -4.782 0.673 1.449
H -4.181 1.843 0.198
H -1.254 1.546 3.000
H -2.741 0.614 3.440
H -2.912 1.939 2.322
H -0.203 -0.361 2.287
H 1.559 0.447 1.188



43
Properties=species:S:1:pos:R:3 method="wB97M-V/def2-TZVPD" homo_energy_ha=-0.267 smiles="CSc1ccc(/C=N/N2CCN(c3ccccc3)CC2)cc1" relative_energy_ev=2.195 orbital_gap_ev=7.95 e_tot_ev=-34311.1989
C -8.063 -1.571 -0.412
S -7.708 -0.030 0.481
C -5.958 0.163 0.321
C -5.114 -0.795 -0.228
C -3.760 -0.549 -0.315
C -3.210 0.651 0.142
C -1.794 0.924 0.041
N -1.001 0.045 -0.444
N 0.290 0.242 -0.639
C 1.077 -0.939 -0.906
C 2.204 -1.070 0.119
N 3.077 0.083 0.040
C 4.441 -0.043 0.188
C 5.331 0.874 -0.383
C 6.694 0.744 -0.199
C 7.213 -0.299 0.547
C 6.343 -1.212 1.118
C 4.978 -1.088 0.950
C 2.491 1.280 -0.517
C 1.021 1.384 -0.125
C -4.071 1.600 0.701
C -5.423 1.361 0.789
H -7.616 -2.416 0.103
H -9.144 -1.668 -0.408
H -7.703 -1.495 -1.434
H -5.501 -1.734 -0.590
H -3.099 -1.286 -0.744
H -1.470 1.908 0.389
H 0.410 -1.801 -0.858
H 1.505 -0.885 -1.914
H 2.774 -1.978 -0.093
H 1.768 -1.162 1.125
H 4.964 1.686 -0.990
H 7.358 1.464 -0.655
H 8.279 -0.398 0.684
H 6.729 -2.028 1.712
H 4.324 -1.797 1.431
H 3.017 2.149 -0.112
H 2.574 1.309 -1.615
H 0.599 2.301 -0.550
H 0.932 1.440 0.971
H -3.670 2.536 1.064
H -6.086 2.098 1.218



Max |F|: 2.0 0.6 2.6 1.3 0.7 1.4 2.1 4.1 3.7 1.0 (eV Å⁻¹)